No. 1
The following is a quantum chemistry calculation of an isolated molecule of C19H20BrFN2O3S, from the Open Molecules 2025 dataset.

Geometry as XYZ:
```
47
Properties=species:S:1:pos:R:3:mulliken_charge:R:1
C 0.65168 0.99841 0.43788 0.610
H 1.17771 3.51492 0.14415 0.480
H 2.35127 -2.09554 0.10080 0.640
H -1.36886 -0.36357 2.06039 0.260
C 3.17373 -3.73016 1.95528 -0.399
H -0.44521 -2.55059 3.06654 0.536
C 3.20306 -3.03008 4.61921 -0.616
C -0.86109 1.75026 -3.15807 -0.523
C -1.42894 2.59282 -0.99887 -0.050
C 4.26070 -3.75144 4.09744 -0.423
H 5.05133 -4.65699 2.32744 0.381
C 0.43673 2.02930 1.53982 -0.967
H 0.24657 -0.26367 2.79527 0.637
H 3.18162 -2.72912 5.65501 0.438
Br -1.67546 -0.79246 -4.14146 -0.164
F 1.17315 -1.90717 4.39166 -0.336
H 0.66578 4.19039 1.71879 0.466
C -0.77540 2.74931 -2.20526 -0.413
C 0.47292 3.43065 0.96710 -1.052
N 0.24286 -0.25829 0.70517 0.533
C 2.08329 -2.99773 2.44938 0.451
O -1.16687 5.12278 -0.27660 -0.712
H -2.89064 -0.40785 -1.49546 0.566
H 1.15008 -3.30433 -0.41243 0.269
C -1.60660 0.61742 -2.87299 -0.049
C -2.19672 1.47661 -0.73128 -0.297
C 1.30907 -2.40999 0.20552 -0.957
C -0.24708 -2.22227 2.04895 -1.778
O 1.16739 1.29543 -0.62701 -0.647
C 4.23713 -4.09271 2.75603 -0.751
H 3.16809 -4.03540 0.92151 0.420
C 0.39293 -1.28819 -0.30128 -1.124
H -0.20109 3.64365 -2.38387 0.420
C 2.15182 -2.65892 3.80680 0.570
H 0.83070 -0.82163 -1.18503 0.428
H -1.01011 -2.67430 1.40598 0.368
H -0.52825 1.88513 2.02792 0.501
H -2.71151 1.41275 0.21462 0.555
H -0.59383 -1.68042 -0.56681 0.334
O -2.14536 3.53565 1.34054 -0.681
C -0.32559 -0.69043 1.96853 -0.272
H -0.34341 1.83940 -4.10035 0.430
H 1.22518 1.89744 2.28633 0.554
N 1.03918 -2.69001 1.60452 0.253
H 5.08675 -4.03781 4.72786 0.376
C -2.29595 0.47409 -1.67935 -0.542
S -1.18444 3.80772 0.30131 1.281
```

Output
* LUMO energy: 0.014 hartree
* total charge: 0
* SMILES string: O=C(CCS(=O)(=O)c1ccc(Br)cc1)N1CCN(c2ccccc2F)CC1
* frontier orbital gap: 8.487 eV
* total energy: -112745.392 eV

=====

No. 2
The following is a quantum chemistry calculation of a cluster of 3 separate species, C19H20BrI2O4 in total in a non-equilibrium geometry, from the Open Molecules 2025 dataset.

Geometry as XYZ:
```
46
Properties=species:S:1:pos:R:3:mulliken_charge:R:1
H -3.65952 -3.56117 -1.27857 0.419
C -2.86685 -4.29502 -1.35682 -0.297
H -0.10500 -0.52734 -0.66359 -0.007
C 3.37563 3.35995 1.73815 0.359
C -0.53999 -5.03453 -1.11246 0.314
C 0.83884 -0.38504 -0.12782 -0.933
H -1.58756 0.00450 1.03176 0.359
C -2.15859 -6.64000 -2.02812 -0.396
C 0.81476 0.90363 0.70345 -0.026
H 2.32222 4.53436 0.22558 0.338
C 4.65625 2.67087 2.05000 -0.366
C -2.20358 0.91531 1.09387 -0.245
H 6.62827 2.22401 1.40353 0.395
H -4.14125 -0.05282 0.76248 0.576
H -4.46328 2.49251 0.90237 0.329
I -2.94158 0.71685 3.21190 -0.115
H -2.46118 -7.59876 -2.43054 0.393
H -3.68203 2.62356 -0.66783 0.322
H 1.00924 -1.26355 0.50798 0.345
C -0.91045 -6.36761 -1.66322 -0.375
C -4.27451 1.95672 -0.03795 -1.183
C 4.30730 4.11201 -0.40571 -0.424
O -4.37456 -5.88883 -2.23024 -0.561
C 3.27949 4.07408 0.43706 -0.049
O 0.60235 -4.80552 -0.77836 -0.542
C -0.14125 2.06044 0.33556 0.055
H 0.37532 3.00229 0.53034 0.214
H -1.37301 2.79760 1.80211 0.125
C -3.23744 -5.62352 -1.89949 0.323
I -3.03133 -0.34719 -1.56677 -0.129
H 4.68738 2.14291 2.99486 0.421
H -0.10221 -7.08413 -1.74082 0.398
C 5.68257 2.71336 1.20659 -0.372
O 2.43770 3.32228 2.50033 -0.536
H -1.33047 -3.05016 -0.60137 0.404
C 5.59236 3.44547 -0.08371 0.413
Br -0.02392 2.16380 -1.80260 -0.388
H -5.22375 1.72330 -0.52975 0.423
C -1.61583 -4.01981 -0.99267 -0.111
C -3.50289 0.69302 0.28908 -0.240
H 1.82489 1.33145 0.72039 -0.106
H 4.26344 4.61540 -1.36299 0.407
C -1.47403 2.18634 0.90528 -1.063
H 0.56890 0.65383 1.74674 0.218
O 6.53893 3.49051 -0.84222 -0.576
H 1.62023 -0.38533 -0.89579 0.490
```

Output
* LUMO energy: 0.019 hartree
* total charge: -1
* frontier orbital gap: 3.658 eV
* total energy: -114459.215 eV

=====

No. 3
The following is a quantum chemistry calculation of an isolated molecule of C19H20F3N5O2S in a non-equilibrium geometry, from the Open Molecules 2025 dataset.

Geometry as XYZ:
```
50
Properties=species:S:1:pos:R:3:mulliken_charge:R:1
H 0.46860 2.68487 1.77983 0.272
C 2.80061 0.33294 1.41017 0.009
C -3.66536 -1.65012 -1.09155 -0.964
H 2.15269 0.02405 -1.18456 0.464
H 0.06115 2.17963 -1.10866 0.292
H 1.34681 1.25579 3.69599 0.300
H 2.31984 1.70633 -0.84969 0.460
C 4.01078 -0.91979 2.94059 0.300
N -1.81311 -1.11885 0.42408 -0.893
H -1.02742 2.88884 2.73886 0.445
H 0.48607 -0.23482 4.06355 0.366
C -0.72336 -0.34729 0.25340 -0.409
H -0.18032 1.37392 4.51271 0.462
N 3.83675 1.09398 1.05889 -0.565
H 6.09808 -0.28227 3.05342 0.346
C -0.36076 0.83581 2.40997 0.239
C 0.32196 -0.03908 1.34182 0.396
C -0.53992 2.30313 1.94391 -1.336
H -3.97834 -1.45814 -6.80408 0.386
C 4.08655 -1.96288 4.09869 0.839
H 0.51992 -1.00768 1.82574 0.572
H -4.13639 -2.30552 -0.38779 0.492
C 0.36293 1.18629 -1.39987 -0.713
C 5.00930 0.81341 1.61807 -0.296
H -1.12871 2.35461 1.01713 0.280
H -1.81086 0.70095 -3.66097 0.313
F 2.98744 -2.75890 4.11849 -0.239
F 4.24760 -1.28348 5.27075 -0.240
C -3.36485 -1.19464 -5.94826 -1.015
H 0.48707 1.12240 -2.46716 0.500
H -1.35968 0.44114 2.62536 0.482
F 5.16690 -2.76385 3.98803 -0.254
C 1.67778 0.86904 -0.70233 -0.955
H -5.16743 -1.80854 -2.61823 0.448
C 5.11634 -0.16911 2.57132 -0.652
C -4.21848 -1.34990 -2.34318 -0.375
H -2.48942 -0.60910 -6.27302 0.336
N 1.56310 0.52478 0.74826 0.598
N -0.68475 0.24266 -0.98783 0.289
C -3.55907 -0.47497 -3.25973 0.128
C -1.83386 -0.17508 -1.63856 0.366
S -4.33132 -0.17258 -4.87034 1.356
C -2.35031 0.13000 -2.89991 -1.158
N 2.85349 -0.66158 2.27931 -0.218
O -4.22310 1.24933 -5.23543 -0.663
C -2.49017 -1.00514 -0.76381 0.700
O -5.70581 -0.68706 -4.90324 -0.694
H 5.87311 1.42202 1.30205 0.430
C 0.35858 0.79171 3.75265 -1.591
H -3.07061 -2.08727 -5.44484 0.363
```

Output
* LUMO energy: -0.009 hartree
* total charge: 0
* SMILES string: CC(C)[C@H]1c2nc3ccc(S(C)(=O)=O)cc3n2CCN1c1nccc(C(F)(F)F)n1
* frontier orbital gap: 8.659 eV
* total energy: -50561.057 eV
* ΔE to the lowest compared entry with this formula, charge and spin: 11.6 kcal per mole

=====

No. 4
The following is a quantum chemistry calculation of a structure of composition C19H20F4N2O4Ta in a non-equilibrium geometry, from the Open Molecules 2025 dataset.

Geometry as XYZ:
```
50
Properties=species:S:1:pos:R:3:mulliken_charge:R:1
C 1.95423 -1.33827 -1.05346 0.046
C 2.43977 -1.83684 -2.26691 0.393
H -3.78042 -1.04415 -1.39697 0.267
H 0.19653 -1.62726 2.75221 0.541
H -4.49076 2.24032 -0.25586 0.477
C 1.09604 3.35781 -0.02671 0.559
C 1.19214 0.34991 3.06454 -0.271
H -2.78551 -0.97194 0.93125 0.429
H -0.94189 1.58996 -1.71907 0.588
H -2.11038 2.36156 0.05022 0.327
C 0.11815 -0.55327 2.81536 -0.625
C -2.13897 -1.02703 0.05696 -0.425
F 4.41771 -2.78811 1.19892 -0.278
O 3.53226 3.29454 0.00286 -0.483
C -2.94361 -1.65894 -1.07406 -1.422
C -1.21615 0.54378 -1.58538 -1.592
N -1.58625 0.35703 -0.15809 0.593
C -0.06825 -0.36373 -1.96310 -0.926
C -0.71653 1.58666 2.93564 -0.555
O 2.37036 1.45783 0.56990 -0.717
C 4.26205 -2.99885 -1.15005 -0.453
H 5.13966 -3.62651 -1.20437 0.526
F 3.97763 -3.09687 -3.46985 -0.279
H -1.30411 -1.68627 0.30568 0.119
F 2.19831 -1.19596 1.23944 -0.270
H -4.51617 0.48828 -0.31049 0.335
O 0.88247 4.44574 -0.44229 -0.502
H -2.81142 1.30267 1.26127 0.204
H -3.79618 1.42007 -1.63860 0.332
H -2.06145 0.33499 -2.24050 0.622
C 3.56478 -2.65224 -2.28924 0.106
H 2.21729 0.07448 3.25663 0.477
Ta 0.62561 0.63358 0.83186 1.825
C -3.91753 1.36380 -0.55735 -1.466
C 0.66320 1.66592 3.16658 -0.494
C -2.59889 1.40158 0.19897 -0.395
O 0.14425 2.46938 0.31480 -0.703
F 1.86430 -1.55231 -3.43940 -0.278
C -1.05676 0.21981 2.74467 -0.583
N 0.85124 -0.50245 -0.82553 0.615
H -2.04933 -0.16472 2.60225 0.723
C 2.68807 -1.70761 0.06279 0.329
H -2.34225 -1.90959 -1.94506 0.304
H -0.41231 -1.35353 -2.26573 0.552
H -3.35419 -2.59390 -0.69259 0.483
C 3.80435 -2.50627 0.05446 -0.193
C 2.50523 2.73392 0.17833 0.435
H 1.24049 2.56679 3.30890 0.535
H 0.44612 0.07175 -2.81765 0.697
H -1.39292 2.42449 2.88382 0.471
```

Output
* LUMO energy: -0.153 hartree
* total charge: +1
* frontier orbital gap: 8.077 eV
* total energy: -43615.201 eV
* ΔE to the lowest compared entry with this formula, charge and spin: 0.0 kcal per mole

=====

No. 5
The following is a quantum chemistry calculation of an isolated molecule of C19H20FN3O2 in a non-equilibrium geometry, from the Open Molecules 2025 dataset.

Geometry as XYZ:
```
45
Properties=species:S:1:pos:R:3:mulliken_charge:R:1
H 3.13685 0.65816 -0.47130 0.367
C 4.08703 1.85804 3.47527 0.847
H 4.35938 0.66810 5.14818 0.483
C -2.81721 -0.01565 -3.72898 -0.340
H -3.18069 -1.11447 1.84773 0.437
N -2.44821 -1.62975 -1.33800 0.369
C -2.81070 -2.31883 -2.61306 -1.189
H 4.58919 -0.22078 2.98171 0.333
H -1.93509 -2.66289 -3.04861 0.384
F -5.29802 1.66100 -5.79665 -0.276
H 0.20496 -1.10195 -2.39027 0.347
C -3.39355 -1.45484 -0.30792 -0.263
H -5.12415 -2.46792 -3.84391 0.297
H 3.63860 2.17536 5.57863 0.413
H -6.29900 -0.68365 -5.35016 0.333
H 2.73395 0.83686 4.68335 0.368
H -3.47733 -3.22987 -2.35510 0.313
C -2.74217 -1.11728 0.89192 -1.274
H -4.43591 -1.56677 -0.38240 0.492
N 1.20872 -0.69612 -0.54843 -0.634
C 0.13659 -0.97779 -1.28337 -0.359
C -4.73747 -1.47282 -4.07011 -0.586
O 3.28524 1.21656 0.28705 -0.443
C 2.20174 -0.47594 1.79669 0.311
H 5.25802 1.00826 1.86351 0.388
N 3.27264 0.38350 1.46418 0.240
O 2.08817 -1.01197 2.89557 -0.643
C -3.53614 0.97488 -4.46498 -0.397
H -0.50913 -0.78511 2.48094 0.443
H 5.70310 3.26344 2.81285 0.387
C -1.16374 -1.21807 -0.74102 0.144
C -1.36628 -1.13671 0.61730 0.894
C -4.84527 0.72655 -4.98962 0.353
C -5.41274 -0.48943 -4.74540 -0.497
C 1.03129 -0.65954 0.83898 0.372
C 5.22917 2.83223 3.71588 -1.476
C 4.37695 0.69646 2.44336 -1.119
C 3.66893 1.34866 4.85847 -1.668
H 3.21106 2.37597 3.03139 0.231
C -0.33866 -0.88866 1.42421 -0.638
H -2.99199 1.87506 -4.66937 0.382
H -1.82855 0.13468 -3.32117 0.262
H 5.89453 2.27632 4.35084 0.384
H 4.85873 3.67239 4.38614 0.337
C -3.48284 -1.24566 -3.41429 0.892
```

Output
* LUMO energy: 0.017 hartree
* total charge: 0
* SMILES string: CC(C)CN(O)C(=O)c1cc2ccn(Cc3ccc(F)cc3)c2cn1
* frontier orbital gap: 8.740 eV
* total energy: -31306.619 eV
* ΔE to the lowest compared entry with this formula, charge and spin: 127.6 kcal per mole